Record 1
Below is a molecular structure, C17H23MnO3 in a non-equilibrium geometry, with properties calculated with the ωB97M-V functional and the def2-TZVPD basis.

The orbital gap (spin up / spin down) is 5.31 / 5.22 eV. For the energy above the lowest of the compared OMol25 structures with the same formula, charge and spin, the calculation gives 0.0 kcal per mole. The multiplicity is 4. The total charge is -1.

Geometry as XYZ:
```
44
C17H23MnO3, DFT the ωB97M-V functional and the def2-TZVPD basis
Mn -0.23 0.01 0.37
C 1.10 1.67 0.58
C 1.97 0.91 -0.27
C 1.45 0.95 -1.60
H 2.96 0.56 0.00
C 0.21 1.65 -1.58
C -0.04 2.08 -0.24
H -0.80 2.80 0.06
H 1.34 2.04 1.58
H 1.96 0.58 -2.48
H -0.34 1.97 -2.46
C -0.93 -0.59 2.32
C -1.32 0.76 2.02
C -2.24 0.71 0.91
H -1.05 1.64 2.61
C -2.48 -0.66 0.59
C -1.59 -1.46 1.38
H -1.56 -2.54 1.37
H -0.33 -0.91 3.17
H -2.78 1.55 0.48
H -3.30 -1.04 0.00
O -1.41 -0.88 -1.81
C -2.30 -0.93 -2.93
C -1.36 -1.86 -3.74
C -2.55 0.41 -3.55
C -3.59 -1.64 -2.60
C -0.57 -1.92 -2.44
H -0.84 -1.34 -4.54
H -1.82 -2.80 -4.04
H -0.67 -2.86 -1.88
H 0.46 -1.57 -2.51
H -2.90 0.25 -4.57
H -1.64 1.02 -3.58
H -3.34 0.92 -2.99
H -4.06 -1.96 -3.54
H -4.28 -0.97 -2.09
H -3.42 -2.53 -1.98
C 2.71 -2.91 1.19
C 1.86 -1.68 1.26
O 2.03 -0.83 2.16
O 0.95 -1.56 0.31
H 3.40 -2.95 2.03
H 3.29 -2.91 0.26
H 2.08 -3.80 1.20
```

The net atomic charges from Löwdin, expressed in e, are:
1. Mn 0.58
2. C -0.20
3. C -0.18
4. C -0.17
5. H 0.10
6. C -0.17
7. C -0.22
8. H 0.09
9. H 0.10
10. H 0.08
11. H 0.07
12. C -0.17
13. C -0.19
14. C -0.19
15. H 0.11
16. C -0.16
17. C -0.16
18. H 0.10
19. H 0.10
20. H 0.10
21. H 0.08
22. O -0.14
23. C -0.60
24. C -0.08
25. C -0.02
26. C -0.04
27. C -0.12
28. H 0.11
29. H 0.10
30. H 0.12
31. H 0.11
32. H 0.09
33. H 0.06
34. H 0.09
35. H 0.08
36. H 0.08
37. H 0.09
38. C -0.02
39. C -0.67
40. O -0.03
41. O -0.17
42. H 0.07
43. H 0.07
44. H 0.07


Record 2
Below is a molecular structure, H26KrO13, with properties calculated with the ωB97M-V functional and the def2-TZVPD basis.

The orbital gap is 9.53 eV. For the energy above the lowest of the compared OMol25 structures with the same formula, charge and spin, the calculation gives 22.2 kcal per mole. The multiplicity is 1.

Geometry as XYZ:
```
40
H26KrO13, DFT the ωB97M-V functional and the def2-TZVPD basis
Kr 3.30 -12.80 -5.45
O 0.70 -10.89 -5.58
H 1.00 -11.49 -4.89
H -0.10 -10.50 -5.22
O 5.85 -10.18 -7.26
H 6.20 -10.99 -7.63
H 5.75 -10.37 -6.32
O 3.44 -11.20 -8.49
H 4.11 -10.77 -7.96
H 2.65 -10.68 -8.34
O 7.02 -14.89 -5.06
H 6.46 -15.16 -4.33
H 6.44 -14.88 -5.82
O 5.61 -10.34 -4.27
H 5.12 -10.87 -3.64
H 6.16 -9.78 -3.72
O 5.43 -15.61 -7.29
H 4.83 -15.64 -8.04
H 6.30 -15.59 -7.68
O 2.94 -8.75 -3.59
H 3.59 -8.38 -4.18
H 3.19 -9.67 -3.50
O 2.90 -16.25 -5.24
H 3.37 -15.64 -5.80
H 2.26 -16.66 -5.83
O 3.85 -11.59 -2.53
H 3.93 -11.95 -1.65
H 2.92 -11.70 -2.75
O 5.37 -15.11 -2.81
H 5.02 -15.53 -2.02
H 4.74 -14.43 -3.03
O 1.12 -12.00 -2.60
H 0.98 -12.62 -1.89
H 0.40 -11.36 -2.52
O 1.12 -14.88 -2.84
H 2.01 -14.76 -3.17
H 0.58 -14.99 -3.62
O 1.14 -9.96 -8.14
H 0.37 -10.13 -8.68
H 0.93 -10.35 -7.29
```

The net atomic charges from Löwdin, expressed in e, are:
1. Kr 0.41
2. O -0.07
3. H -0.04
4. H 0.06
5. O -0.05
6. H 0.05
7. H -0.01
8. O -0.11
9. H -0.03
10. H -0.05
11. O -0.06
12. H -0.02
13. H -0.03
14. O -0.06
15. H -0.03
16. H 0.06
17. O -0.05
18. H 0.05
19. H 0.05
20. O -0.05
21. H 0.03
22. H -0.02
23. O -0.07
24. H -0.04
25. H 0.04
26. O -0.09
27. H 0.07
28. H -0.03
29. O -0.03
30. H 0.06
31. H 0.01
32. O -0.05
33. H 0.05
34. H 0.07
35. O -0.05
36. H -0.01
37. H 0.04
38. O -0.04
39. H 0.06
40. H -0.01


Record 3
Below is a molecular structure, C3H3LiO in a non-equilibrium geometry, with properties calculated with the ωB97M-V functional and the def2-TZVPD basis.

The orbital gap (spin up / spin down) is 6.54 / 9.41 eV. For the energy above the lowest of the compared OMol25 structures with the same formula, charge and spin, the calculation gives 88.8 kcal per mole. The multiplicity is 2. The total charge is +1.

Geometry as XYZ:
```
8
C3H3LiO, DFT the ωB97M-V functional and the def2-TZVPD basis
O 2.39 0.28 0.66
C 1.44 -0.36 0.36
H 1.48 -1.40 -0.05
C -0.50 0.38 0.32
C -1.28 0.14 -0.74
H -0.35 1.42 0.65
H -0.93 -0.27 1.12
Li -2.26 -0.20 -2.31
```

The net atomic charges from Löwdin, expressed in e, are:
1. O 0.13
2. C -0.04
3. H 0.13
4. C -0.24
5. C 0.03
6. H 0.11
7. H 0.13
8. Li 0.75


Record 4
Below is 2 unconnected molecules or ions with the total composition C4H12NO2S in a non-equilibrium geometry, with properties calculated with the ωB97M-V functional and the def2-TZVPD basis.

The orbital gap (spin up / spin down) is 2.59 / 6.97 eV. For the energy above the lowest of the compared OMol25 structures with the same formula, charge and spin, the calculation gives 13.7 kcal per mole. The multiplicity is 2. The total charge is -2.

Geometry as XYZ:
```
20
C4H12NO2S, DFT the ωB97M-V functional and the def2-TZVPD basis
C 2.42 0.23 -1.36
C 1.01 0.13 -0.68
C 0.07 -0.49 -1.78
S -1.42 -1.28 -1.13
N 0.56 1.44 -0.26
C 0.02 1.65 1.09
O -0.93 0.85 1.53
H 2.83 1.22 -1.14
H 3.19 -0.46 -0.92
H 2.41 0.20 -2.47
H 1.01 -0.52 0.19
H -0.18 0.35 -2.49
H 0.68 -1.21 -2.32
H -1.27 -0.94 0.19
H 0.18 1.98 -1.02
H 0.82 1.83 1.86
H -0.45 2.74 0.98
H -0.31 -0.64 3.86
H -0.71 -0.28 2.41
O -0.42 -1.09 3.02
```

The net atomic charges from Löwdin, expressed in e, are:
1. C -0.10
2. C -0.47
3. C -0.61
4. S -0.18
5. N -0.06
6. C -0.52
7. O -0.30
8. H 0.04
9. H 0.06
10. H 0.06
11. H 0.12
12. H 0.07
13. H 0.04
14. H -0.15
15. H 0.09
16. H 0.08
17. H 0.09
18. H -0.03
19. H -0.03
20. O -0.21


Record 5
Below is 2 unconnected molecules or ions with the total composition C3H4FIO5P in a non-equilibrium geometry, with properties calculated with the ωB97M-V functional and the def2-TZVPD basis.

The orbital gap is 6.76 eV. The multiplicity is 1. The total charge is -1.

Geometry as XYZ:
```
15
C3H4FIO5P, DFT the ωB97M-V functional and the def2-TZVPD basis
O -2.32 1.50 2.70
P -1.18 0.86 1.81
O -1.84 0.02 0.43
C -1.21 -1.30 0.26
O -1.83 -2.34 0.89
O -0.03 -1.62 -0.57
C 0.89 -0.48 -0.69
C 0.39 0.66 -1.80
O -0.74 0.46 -2.52
I 1.55 2.53 -2.09
H -0.33 -0.08 2.51
H -0.32 1.93 1.29
H 1.93 -0.88 -1.12
H 1.17 0.03 0.35
F 3.87 -1.29 -1.44
```

The net atomic charges from Löwdin, expressed in e, are:
1. O -0.46
2. P 0.77
3. O -0.22
4. C -0.33
5. O -0.01
6. O -0.02
7. C -0.17
8. C -0.63
9. O -0.14
10. I 0.70
11. H 0.05
12. H 0.04
13. H 0.11
14. H 0.13
15. F -0.82